Arrangement A

The following is a quantum chemistry calculation of a single C16H23N3O4S molecule, from the Open Molecules 2025 dataset.

Computed properties:
Gap between HOMO and LUMO ... 9.39 eV
LUMO energy ... 0.01849 Ha
Total charge ... 0
Structure (SMILES) ... CCN(CC)S(=O)(=O)c1ccc2c(c1)nc(CCC(=O)O)n2CC

Positions of all 47 atoms, in Å:
C -4.85 -2.81 -1.09
C -3.64 -2.11 -0.47
N -3.96 -0.76 -0.06
C -4.14 0.25 -1.09
C -5.54 0.85 -1.00
S -3.29 -0.21 1.35
O -4.01 0.97 1.74
O -3.24 -1.31 2.27
C -1.62 0.27 0.91
C -1.34 1.62 0.73
C -0.09 2.05 0.34
C 0.87 1.07 0.14
C 0.59 -0.31 0.33
C -0.68 -0.72 0.73
N 1.72 -1.04 0.07
C 2.64 -0.17 -0.26
C 4.04 -0.56 -0.57
C 4.72 -1.14 0.67
C 6.20 -1.32 0.45
O 6.85 -0.79 -0.42
O 6.75 -2.13 1.36
N 2.19 1.12 -0.24
C 2.93 2.33 -0.52
C 3.69 2.82 0.71
H -5.68 -2.79 -0.39
H -5.15 -2.32 -2.01
H -4.59 -3.84 -1.32
H -2.79 -2.12 -1.17
H -3.35 -2.63 0.44
H -3.39 1.04 -0.95
H -3.97 -0.21 -2.07
H -5.67 1.29 -0.02
H -5.66 1.62 -1.76
H -6.29 0.09 -1.15
H -2.14 2.33 0.93
H 0.13 3.10 0.21
H -0.92 -1.75 0.90
H 4.02 -1.33 -1.35
H 4.62 0.28 -0.94
H 4.28 -2.10 0.95
H 4.60 -0.47 1.52
H 7.70 -2.22 1.22
H 2.21 3.09 -0.84
H 3.62 2.15 -1.34
H 3.00 2.97 1.54
H 4.18 3.77 0.49
H 4.45 2.10 1.01

Arrangement B

The following is a quantum chemistry calculation of a molecular structure, C16H23N3O4S, from the Open Molecules 2025 dataset.

Computed properties:
Gap between HOMO and LUMO ... 8.53 eV
LUMO energy ... 0.00462 Ha
Total charge ... 0

Positions of all 47 atoms, in Å:
C -0.58 -1.62 1.29
H -0.04 -0.63 1.18
H 0.30 -2.23 0.88
H -0.88 -1.88 2.19
C -1.79 -1.92 0.10
N -3.03 -1.08 0.77
C -4.17 -1.22 -0.05
C -4.57 -2.52 -0.44
C -3.45 -3.39 -0.88
C -2.18 -3.27 0.15
H -1.42 -3.60 -0.17
H -2.60 -3.48 1.05
H -3.67 -4.65 -0.92
H -3.09 -3.04 -1.76
H -4.89 -2.89 0.54
H -5.47 -2.64 -0.88
H -4.86 -0.63 0.20
H -3.83 -0.80 -1.14
C -2.63 0.48 1.08
H -3.70 0.79 1.70
C -2.33 1.34 -0.06
N -1.64 2.54 0.74
S -0.32 3.17 -0.34
O 0.04 4.34 0.37
O -0.71 3.20 -2.02
C 1.00 1.81 -0.13
C 1.57 1.59 1.10
C 2.50 0.93 1.39
C 2.60 -0.24 0.57
C 2.06 -0.21 -0.71
C 1.14 0.94 -1.15
H 0.60 0.87 -2.17
O 2.44 -1.21 -1.50
C 3.27 -2.10 -0.80
O 3.79 -3.05 -1.13
N 3.51 -1.13 0.47
C 4.36 -1.81 1.30
H 5.10 -1.05 1.97
H 4.78 -2.68 1.13
H 3.65 -1.90 2.47
H 3.05 0.67 2.53
H 1.20 2.64 2.04
H -2.17 3.13 1.04
H -1.65 0.68 -0.62
H -3.24 1.76 -0.64
H -1.82 0.31 1.91
H -1.42 -1.52 -0.71

Stability ranking, top and bottom: arrangement A is the most stable and arrangement B is the least stable.

Arrangement A

The following is a quantum chemistry calculation of 2 unconnected molecules or ions with the total composition C2H4NO2, from the Open Molecules 2025 dataset.

Computed properties:
Gap between HOMO and LUMO ... 8.31 eV
LUMO energy ... 0.15903 Ha
Total charge ... -1

Positions of all 9 atoms, in Å:
O -0.02 -0.01 -2.07
C 1.00 0.64 -1.79
O 1.23 1.35 -0.78
H 1.87 0.63 -2.51
C -0.53 -0.29 1.27
N -1.55 -1.04 1.21
H -0.12 0.13 0.34
H 0.03 -0.10 2.20
H -1.90 -1.31 2.13

Arrangement B

The following is a quantum chemistry calculation of a gas-phase ion, C2H4NO2 (charge -1), from the Open Molecules 2025 dataset.

Computed properties:
Gap between HOMO and LUMO ... 5.94 eV
LUMO energy ... 0.15758 Ha
Total charge ... -1
Structure (SMILES) ... [O-]N1C[C@H]1O

Positions of all 9 atoms, in Å:
O -1.47 -0.86 -1.19
N -0.86 0.13 -0.45
C 0.53 0.50 -0.77
C 0.22 -0.29 0.51
O 0.16 0.19 1.74
H 0.84 1.52 -0.57
H 0.90 -0.15 -1.59
H 0.40 -1.50 0.49
H -0.72 0.44 1.84

Arrangement C

The following is a quantum chemistry calculation of a gas-phase ion, C2H4NO2 (charge -1), from the Open Molecules 2025 dataset.

Computed properties:
Gap between HOMO and LUMO ... 7.57 eV
LUMO energy ... 0.16653 Ha
Total charge ... -1
Structure (SMILES) ... O=CNC[O-]

Positions of all 9 atoms, in Å:
O -1.41 -0.34 -2.09
C -0.77 -0.49 -1.03
N -0.06 0.43 -0.40
C 0.67 0.17 0.99
O 0.92 -1.09 1.21
H -0.81 -1.45 -0.49
H -0.03 1.37 -0.75
H -0.06 0.58 1.72
H 1.54 0.82 0.85

Stability ranking, top and bottom: arrangement A is the most stable and arrangement B is the least stable.

Arrangement A

The following is a quantum chemistry calculation of 2 unconnected molecules or ions with the total composition C2H4NO2, from the Open Molecules 2025 dataset.

Computed properties:
Gap between HOMO and LUMO ... 7.44 eV
LUMO energy ... 0.14664 Ha
Total charge ... -1

Positions of all 9 atoms, in Å:
O 0.69 -0.02 -1.12
C -0.40 -0.66 -1.21
N -0.68 -1.83 -1.71
C 0.33 1.23 1.68
O 1.18 1.10 2.53
H -1.27 -0.06 -0.87
H 0.23 -2.27 -1.88
H -0.05 2.21 1.36
H -0.02 0.30 1.22

Arrangement B

The following is a quantum chemistry calculation of a gas-phase ion, C2H4NO2 (charge -1), from the Open Molecules 2025 dataset.

Computed properties:
Gap between HOMO and LUMO ... 7.46 eV
LUMO energy ... 0.16279 Ha
Total charge ... -1
Structure (SMILES) ... O=CNC[O-]

Positions of all 9 atoms, in Å:
O 0.35 0.79 -2.20
C -0.10 0.64 -1.06
N 0.32 -0.15 -0.10
C -0.52 -0.57 1.13
O 0.20 -0.72 2.20
H -0.95 1.26 -0.70
H 1.10 -0.79 -0.16
H -1.33 0.21 1.17
H -1.02 -1.51 0.75

Stability ranking, top and bottom: arrangement B is the most stable and arrangement A is the least stable.

Arrangement A

The following is a quantum chemistry calculation of a molecular structure, C2H6, from the Open Molecules 2025 dataset.

Computed properties:
Gap between HOMO and LUMO ... 12.22 eV
LUMO energy ... 0.04281 Ha
Total charge ... 0

Positions of all 8 atoms, in Å:
C -0.08 -0.09 -0.76
C 0.11 0.19 0.69
H 0.97 0.00 -1.21
H -0.75 -1.05 -0.87
H -0.64 0.55 -1.30
H 0.88 -0.88 1.16
H -0.93 0.19 1.23
H 0.44 1.09 1.06

Arrangement B

The following is a quantum chemistry calculation of a single C2H6 molecule, from the Open Molecules 2025 dataset.

Computed properties:
Gap between HOMO and LUMO ... 13.20 eV
LUMO energy ... 0.04861 Ha
Total charge ... 0
Structure (SMILES) ... CC

Positions of all 8 atoms, in Å:
C 0.31 0.42 0.59
C -0.27 -0.37 -0.62
H -0.47 0.55 1.41
H 1.23 -0.16 0.98
H 0.51 1.27 0.34
H -0.64 -1.41 -0.27
H 0.42 -0.38 -1.25
H -1.09 0.08 -1.18

Stability ranking, top and bottom: arrangement B is the most stable and arrangement A is the least stable.

Arrangement A

The following is a quantum chemistry calculation of 12 unconnected molecules or ions with the total composition C5H35NO12, from the Open Molecules 2025 dataset.

Computed properties:
Gap between HOMO and LUMO ... 8.13 eV
LUMO energy ... -0.00208 Ha
Total charge ... 0
Structure (SMILES) ... CCCNCCO.O.O.O.O.O.O.O.O.O.O.O

Positions of all 53 atoms, in Å:
C 2.25 2.29 -0.71
C 1.87 0.84 -0.75
C 0.38 0.98 -0.53
N -0.24 -0.37 -0.18
C 0.16 -1.01 1.03
C 0.96 -2.39 0.85
O 2.33 -2.34 0.99
H 2.88 2.45 -1.59
H 1.39 3.13 -0.79
H 2.83 2.37 0.17
H 2.46 0.35 0.02
H 2.04 0.30 -1.71
H 0.07 1.50 0.27
H -0.11 1.32 -1.46
H -0.46 -1.05 -0.97
H 0.70 -0.44 1.86
H -0.91 -1.09 1.64
H 0.53 -2.94 1.68
H 0.66 -3.04 0.00
H 2.76 -2.70 0.17
O -4.01 1.36 -0.70
H -3.13 1.43 -0.34
H -4.16 1.64 -1.58
O -4.29 -1.19 -0.79
H -4.07 -1.33 0.13
H -4.43 -0.32 -0.89
O -2.04 -1.91 -2.86
H -1.54 -1.48 -3.49
H -2.88 -1.57 -2.56
O 1.71 -1.25 -3.68
H 1.78 -1.99 -4.32
H 0.97 -0.85 -3.93
O -3.12 -4.14 0.10
H -2.80 -4.37 -0.78
H -3.73 -3.37 0.00
O -0.84 3.62 -0.30
H -1.09 4.41 -0.03
H -1.21 3.07 0.26
O 1.18 1.42 3.85
H 0.75 0.81 4.40
H 1.86 1.07 3.46
O 4.52 -1.18 -1.47
H 3.91 -1.08 -2.22
H 3.93 -0.57 -0.90
O -0.94 2.87 2.62
H -0.69 3.78 2.80
H -0.29 2.32 3.02
O -2.84 -0.22 1.35
H -2.29 -0.21 0.48
H -2.98 0.73 1.54
O 3.17 0.36 2.51
H 4.16 0.25 2.43
H 2.88 -0.32 1.88

Arrangement B

The following is a quantum chemistry calculation of 13 unconnected molecules or ions with the total composition C5H35NO12, from the Open Molecules 2025 dataset.

Computed properties:
Gap between HOMO and LUMO ... 6.83 eV
LUMO energy ... -0.00413 Ha
Total charge ... 0

Positions of all 53 atoms, in Å:
C -4.39 1.05 -0.05
C -4.15 0.53 -1.50
C -2.82 -0.02 -1.71
C -1.85 0.92 -1.58
N -0.58 0.84 -1.95
C 0.34 1.99 -1.83
H -3.38 1.48 0.37
H -4.89 2.09 -0.17
H -4.75 0.45 0.67
H -4.51 1.07 -2.33
H -4.98 -0.09 -1.75
H -2.47 -0.94 -2.04
H -2.18 2.03 -1.37
H -0.05 -0.15 -2.07
H 1.01 1.74 -2.66
H 0.73 2.07 -0.76
H 0.00 2.90 -2.40
H -0.17 -2.50 4.65
H -0.12 -1.56 3.42
O -0.41 -1.67 4.24
H 1.93 -1.88 -4.04
H 3.16 -1.00 -3.62
O 2.57 -1.73 -3.35
H 2.70 3.35 -0.14
H 3.78 2.99 -1.16
O 2.92 3.33 -1.09
H -1.97 2.33 0.88
H -1.37 2.76 2.09
O -2.03 3.09 1.50
H -3.95 -0.65 1.94
H -2.74 -1.59 1.84
O -3.17 -0.87 2.44
H 1.65 -0.99 0.86
H 1.00 -1.92 -0.08
O 1.41 -1.11 -0.06
H 2.78 1.81 -2.77
H 3.05 0.32 -2.59
O 2.65 0.95 -3.28
H 2.07 -2.81 1.98
H 1.90 -1.60 3.10
O 1.57 -2.11 2.41
H 3.28 -1.74 -0.90
H 4.55 -2.36 -1.01
O 4.17 -1.48 -1.27
H 0.67 -3.54 -2.28
H 1.89 -2.55 -1.86
O 1.35 -3.34 -1.63
H -0.21 0.27 2.35
H -0.80 0.29 3.85
O -0.31 0.82 3.07
H 0.99 -0.82 4.59
H 2.20 0.21 4.38
O 1.91 -0.65 4.69

Arrangement C

The following is a quantum chemistry calculation of 12 unconnected molecules or ions with the total composition C5H35NO12, from the Open Molecules 2025 dataset.

Computed properties:
Gap between HOMO and LUMO ... 8.94 eV
LUMO energy ... 0.00739 Ha
Total charge ... 0
Structure (SMILES) ... CCCNCCO.O.O.O.O.O.O.O.O.O.O.O

Positions of all 53 atoms, in Å:
C 2.10 1.14 1.98
C 1.09 0.06 1.97
C 0.06 0.37 0.83
N 0.03 -0.73 -0.10
C -1.31 -1.42 -0.23
C -1.45 -2.76 0.56
O -1.30 -2.65 1.93
H 2.17 1.68 2.93
H 3.01 0.30 1.91
H 2.07 1.84 1.19
H 0.65 -0.11 2.92
H 1.56 -0.95 1.74
H -1.04 0.39 1.26
H 0.47 1.29 0.29
H 0.86 -1.20 -0.18
H -2.05 -0.69 -0.03
H -1.49 -1.74 -1.24
H -2.52 -2.95 0.47
H -0.64 -3.41 0.14
H -0.43 -2.54 2.33
O 1.16 2.18 -2.21
H 0.30 2.14 -1.91
H 1.25 3.11 -2.63
O -0.48 0.56 -4.34
H -1.35 0.49 -4.09
H 0.04 0.52 -3.58
O 1.94 0.05 -2.32
H 1.06 0.13 -1.95
H 2.34 0.87 -1.88
O 2.98 -1.59 -0.42
H 2.71 -1.04 -1.10
H 3.72 -2.07 -0.85
O 0.95 -2.84 -3.61
H 1.32 -2.04 -3.63
H 1.56 -3.35 -3.00
O 0.24 3.79 -0.13
H -0.69 3.63 -0.36
H 0.65 2.91 0.09
O -2.54 1.74 2.56
H -3.26 1.71 3.17
H -2.07 0.97 2.73
O 2.58 -3.51 2.02
H 2.99 -3.76 1.24
H 3.21 -3.08 2.54
O -2.29 3.38 0.41
H -1.84 4.14 0.69
H -2.33 2.84 1.15
O -1.83 2.05 -1.68
H -1.99 1.37 -0.93
H -2.41 2.80 -1.25
O -2.21 -0.78 3.45
H -2.79 -1.34 3.91
H -1.89 -1.27 2.72

Arrangement D

The following is a quantum chemistry calculation of 13 unconnected molecules or ions with the total composition C5H35NO12, from the Open Molecules 2025 dataset.

Computed properties:
Gap between HOMO and LUMO ... 9.35 eV
LUMO energy ... 0.01075 Ha
Total charge ... 0

Positions of all 53 atoms, in Å:
C 3.27 1.89 -0.01
N 1.96 1.42 0.39
C 1.13 0.92 -0.68
C -0.25 0.77 -0.09
C -0.29 1.81 1.08
C 1.13 2.39 1.08
H 3.62 1.44 -0.95
H 4.01 1.59 0.73
H 3.28 2.94 -0.31
H 1.10 1.39 -1.68
H 1.53 0.00 -1.14
H -0.42 -0.24 0.28
H -1.10 0.89 -0.77
H -0.58 1.24 1.96
H -1.08 2.55 0.92
H 1.14 3.36 0.57
H 1.46 2.56 2.11
H -3.04 -0.02 0.94
H -3.68 -0.54 2.27
O -3.04 0.08 1.90
H -3.30 1.25 -2.67
H -3.46 1.04 -1.18
O -3.45 1.73 -1.85
H -1.84 -1.04 2.59
H -0.53 -1.00 3.18
O -1.26 -1.62 3.13
H -1.13 4.00 -2.61
H -1.54 2.60 -2.02
O -0.87 3.09 -2.52
H 1.19 -2.58 -0.77
H 0.99 -2.64 -2.36
O 0.62 -2.35 -1.53
H -1.12 -1.90 -1.62
H -1.84 -1.18 -2.77
O -2.01 -1.77 -2.01
H -0.73 1.58 -3.51
H -1.51 0.97 -4.76
O -1.14 0.78 -3.89
H -0.50 -3.01 2.21
H -0.25 -4.42 1.68
O 0.21 -3.60 1.88
H -4.73 -0.99 -1.04
H -3.19 -1.36 -0.78
O -3.95 -0.77 -0.55
H 2.12 -0.53 3.19
H 1.77 -0.12 1.70
O 1.67 -0.81 2.39
H 2.03 -2.21 0.91
H 2.02 -3.75 1.08
O 2.34 -3.04 0.52
H 4.26 -0.16 1.86
H 4.17 -1.66 1.87
O 4.77 -0.94 1.64

Stability ranking, top and bottom: arrangement D is the most stable and arrangement B is the least stable.

Arrangement A

The following is a quantum chemistry calculation of a single C7H16O2 molecule, from the Open Molecules 2025 dataset.

Computed properties:
Gap between HOMO and LUMO ... 9.64 eV
LUMO energy ... 0.03145 Ha
Total charge ... 0
Structure (SMILES) ... CC(C)[C@@H](O)[C@H](C)CO

Positions of all 25 atoms, in Å:
C -2.25 0.28 1.67
C -1.50 -0.19 0.42
C -2.09 0.44 -0.83
C 0.22 0.13 0.77
O 0.67 -0.75 1.75
C 0.91 0.05 -0.53
C 0.96 -1.29 -1.24
C 2.58 0.48 -0.13
O 3.19 0.99 -1.30
H -3.32 0.03 1.61
H -1.85 -0.17 2.58
H -2.18 1.37 1.77
H -1.58 -1.28 0.36
H -3.18 0.31 -0.87
H -1.88 1.52 -0.86
H -1.70 -0.02 -1.74
H 0.24 1.14 1.19
H 0.57 -1.66 1.43
H 0.59 0.84 -1.20
H 1.26 -2.11 -0.57
H -0.01 -1.55 -1.67
H 1.69 -1.25 -2.05
H 3.12 -0.42 0.17
H 2.64 1.22 0.67
H 2.89 1.90 -1.42

Arrangement B

The following is a quantum chemistry calculation of 2 unconnected molecules or ions with the total composition C7H16O2, from the Open Molecules 2025 dataset.

Computed properties:
Gap between HOMO and LUMO ... 9.97 eV
LUMO energy ... 0.03186 Ha
Total charge ... 0
Structure (SMILES) ... CC(C)C(O)O.C=CC

Positions of all 25 atoms, in Å:
C 0.25 1.24 0.84
C 0.21 -0.49 0.85
C -1.00 -1.09 0.24
C 0.41 -0.91 2.30
O -0.76 -0.60 3.02
O 0.74 -2.27 2.44
H -0.58 1.69 0.31
H 1.20 1.72 0.63
H 0.09 1.50 1.88
H 1.10 -0.76 0.29
H -1.25 -0.48 -0.73
H -0.84 -2.10 -0.12
H -1.88 -1.02 0.87
H 1.28 -0.39 2.73
H -0.61 -0.85 3.94
H 0.04 -2.79 2.01
C -1.19 0.63 -2.26
C -0.03 1.31 -2.14
C 1.30 0.73 -2.50
H -2.14 1.13 -2.17
H -1.22 -0.32 -2.78
H -0.05 2.34 -1.83
H 1.26 -0.35 -2.57
H 1.61 1.11 -3.47
H 2.05 1.01 -1.77

Stability ranking, top and bottom: arrangement A is the most stable and arrangement B is the least stable.